P.
C5H12NO2 | ωB97M-V/def2-TZVPD

Output
**Charge**: -1
**E_LUMO**: 4.2 eV
**Spin multiplicity**: 1
**Structure (SMILES)**: CN[C@@H](C[O-])[C@@H](C)O
**HOMO energy**: -2.62 eV

CARTESIAN COORDINATES (ANGSTROEM)
1 H 1.76169 -0.23081 -1.51663
2 O -2.08594 -0.08627 -0.38665
3 H -0.02722 3.38146 0.79082
4 H 0.90035 -2.29148 0.41689
5 C 0.27728 0.01916 0.36027
6 H -1.73618 0.01249 1.47651
7 H -1.17134 -1.49965 0.72211
8 H 0.40817 1.72217 -0.65069
9 O -0.06109 -0.54040 -2.12888
10 H 2.16592 -2.23525 -0.76652
11 C -0.37498 2.45312 1.08067
12 C 1.17644 -2.07817 -0.62051
13 H -1.38968 2.28900 0.94195
14 C -1.32553 -0.47341 0.59323
15 H -0.97576 -0.72867 -1.79693
16 N 0.56320 1.45986 0.37422
17 H 0.52529 -2.54928 -1.31251
18 H -0.30030 2.31547 2.16494
19 H 0.89720 -0.39899 1.23509
20 C 0.77250 -0.54032 -0.97739

Q.
C5H12NO2 | ωB97M-V/def2-TZVPD

Output
**Charge**: -1
**E_LUMO**: 3.9 eV
**Spin multiplicity**: 1
**HOMO energy**: -2.76 eV

CARTESIAN COORDINATES (ANGSTROEM)
1 H -1.58241 0.82094 -1.56076
2 H -0.10626 1.78933 -1.36170
3 H -1.45986 -0.38255 0.11443
4 C 0.75620 -1.14049 -1.69055
5 H -0.23829 -1.50111 -3.51491
6 H 0.41410 -1.85900 0.33347
7 H 0.90450 0.77406 3.69882
8 C -0.29675 -1.47505 -2.42647
9 H 0.27246 1.36248 1.45736
10 O -1.66052 2.21190 -0.03958
11 H 1.67621 -0.81465 -2.14201
12 N -0.30452 0.53898 1.55153
13 H 1.69834 0.05897 2.73267
14 H -1.18499 0.77870 1.97295
15 C -0.47655 0.09646 0.16081
16 C 0.60085 -0.91685 -0.18698
17 H 1.58072 -0.55941 0.14427
18 H -1.31290 -1.38079 -2.14299
19 C -0.98225 1.37011 -0.78791
20 O 1.70193 0.22796 3.68756

R.
C5H12NO2 | ωB97M-V/def2-TZVPD

Output
**Charge**: -1
**E_LUMO**: 4.0 eV
**Spin multiplicity**: 1
**Structure (SMILES)**: CN[C@@H](C[O-])[C@@H](C)O
**HOMO energy**: -2.65 eV

CARTESIAN COORDINATES (ANGSTROEM)
1 C 2.01611 -1.18688 -0.69375
2 H -0.40556 0.09956 -2.07246
3 H 1.65524 0.92732 -0.72775
4 H -0.00979 2.13383 1.96972
5 N -0.72258 1.29465 0.22349
6 H -1.57129 2.73501 1.54005
7 H 0.22731 -0.28921 1.26235
8 C -1.19963 -1.11535 -0.01081
9 H -1.35420 1.10389 2.27302
10 H 2.66228 -1.30636 -1.58442
11 H -1.52375 -1.01116 -1.09092
12 C 1.06603 -0.00129 -0.77592
13 H 1.41859 -2.08906 -0.74508
14 O 0.55458 -0.00667 -2.13613
15 H -0.65587 -2.08115 0.01623
16 H -1.59178 1.24517 -0.29440
17 C -0.96937 1.82690 1.54536
18 H 2.67725 -1.19738 0.17884
19 O -2.19932 -1.05028 0.87030
20 C -0.07423 -0.03153 0.25229

So which one is most stable? That would be R, about 18.5 kcal/mol below the next structure.

P.
C24H36O18 | ωB97M-V/def2-TZVPD

Output
**E_LUMO**: 0.2 eV
**Spin multiplicity**: 1
**Structure (SMILES)**: C[C@H]1COC(=O)O1.C[C@H]1COC(=O)O1.C[C@H]1COC(=O)O1.C[C@H]1COC(=O)O1.C[C@H]1COC(=O)O1.C[C@H]1COC(=O)O1
**HOMO energy**: -10.34 eV

CARTESIAN COORDINATES (ANGSTROEM)
1 H -3.89396 -0.52205 -1.30411
2 C -0.35471 -4.98906 -1.05647
3 H 0.91667 4.16571 -0.42641
4 O -0.69310 3.38316 -3.67230
5 O -4.96360 1.94151 0.18646
6 O -2.59618 -1.67770 0.95878
7 H -4.73062 0.55923 -2.44719
8 H -2.97034 -4.03269 -0.15734
9 O -0.73253 3.47095 -1.42504
10 H 0.55128 0.19230 0.12451
11 H -0.56797 1.16863 -1.69247
12 O -3.41383 1.46184 -1.17055
13 H -7.21167 -0.03464 -1.37736
14 C -1.22358 6.74093 -0.57463
15 H 3.67288 -2.86537 1.66648
16 H -0.96337 -3.93742 1.72483
17 C 3.79836 1.45735 -1.82591
18 H 0.70999 6.15878 -1.30367
19 H 3.72620 0.43462 -2.19593
20 O -1.65309 -1.06517 -0.96891
21 H -1.13196 -5.35844 2.70700
22 C 5.71011 0.14801 -0.71298
23 C 4.08549 -1.88523 1.90562
24 C -0.30477 5.76429 -1.25147
25 C 4.84034 1.40152 -0.78672
26 O -1.54010 -4.46418 -1.39067
27 H -5.30479 -0.08428 0.36335
28 O 3.66050 -3.17420 6.30046
29 H 4.13849 2.08960 -2.64608
30 H 1.46726 -1.23000 -0.31681
31 H -0.73704 6.88350 0.39028
32 C -0.75308 4.04626 -2.63880
33 C -0.32265 0.32033 -2.33146
34 C -5.33892 0.70108 -0.39173
35 H -1.02768 0.31877 -3.16275
36 H -2.53731 -4.34635 2.36614
37 H 6.05018 -0.06280 -1.72689
38 C -1.63136 -4.77264 1.93528
39 H -1.19008 7.75598 -0.97042
40 O -0.34658 -1.53139 0.67174
41 H 5.38756 2.32660 -0.96804
42 H -0.63989 4.34998 0.43682
43 C 3.36930 -2.68153 5.18926
44 H -2.23010 6.33186 -0.48701
45 C 3.74256 -1.39277 3.33856
46 O 4.14697 1.48934 0.43410
47 H -7.50229 1.28713 -0.18348
48 H -6.76544 1.64426 -1.70638
49 C 2.88370 1.81400 0.26963
50 H 6.45155 0.32664 0.06579
51 H 1.87894 -0.47280 3.95438
52 H 1.66973 -1.87429 2.83559
53 C -6.82152 0.88011 -0.93113
54 O 4.21939 -2.34164 4.25725
55 H -3.17719 -5.63458 -1.00801
56 C -0.14499 4.38814 -0.53361
57 C 2.25320 -1.45128 3.65334
58 H 0.68425 0.63405 -2.60687
59 C -3.75211 2.29290 -0.16437
60 C -1.71159 -5.59723 0.63900
61 C -0.32958 -0.97417 -1.49206
62 H -2.13267 -6.55274 0.95172
63 O -0.82337 5.34777 -2.56915
64 H -0.04901 -1.79029 -2.15790
65 O 2.03839 2.06430 1.13276
66 O -3.13953 3.29861 0.11689
67 O 2.18966 -2.30033 4.74132
68 H 3.82128 -1.12009 1.17565
69 C -2.49462 -4.94979 -0.50477
70 H 5.14699 -0.73949 -0.42429
71 C 0.45473 -0.84236 -0.20454
72 O -0.44266 -5.72239 0.02297
73 H 4.11547 -0.37154 3.41678
74 C -4.33915 0.46433 -1.43436
75 C -1.60459 -1.40554 0.29607
76 O 0.71178 -4.89590 -1.61979
77 O 2.60753 1.75753 -1.02979
78 H 5.13446 -2.11759 1.72182

Q.
C24H36O18 | ωB97M-V/def2-TZVPD

Output
**E_LUMO**: -0.3 eV
**Spin multiplicity**: 1
**Structure (SMILES)**: C[C@H]1COC(=O)O1.C[C@H]1COC(=O)O1.C[C@H]1COC(=O)O1.C[C@H]1COC(=O)O1.C[C@H]1COC(=O)O1.C[C@H]1COC(=O)O1
**HOMO energy**: -10.72 eV

CARTESIAN COORDINATES (ANGSTROEM)
1 H 0.98752 -2.73098 -1.79131
2 C -2.50854 1.31536 -5.05668
3 C 0.93205 -3.81569 -1.70816
4 O -0.25787 -6.41945 0.25021
5 H -0.73235 2.34510 -4.17007
6 O -4.25871 1.41843 -0.95060
7 C -0.79594 0.41187 2.44162
8 O 2.46463 3.72268 -0.06966
9 H 1.36734 -0.13325 -0.14330
10 H 1.90570 1.31142 2.31620
11 C -3.66801 0.40158 -4.65535
12 H 3.99621 -5.06647 1.19736
13 H 0.49675 -0.32083 -1.58026
14 O 4.20393 -2.62912 3.46226
15 H 1.68730 2.25044 3.78312
16 C -3.03371 3.74859 2.51745
17 O 2.84040 -1.28728 2.34811
18 O -2.57449 2.85866 -0.82877
19 C 3.26914 2.89539 0.76915
20 H -3.58522 -0.58316 -5.11507
21 H 0.10658 -6.28418 -1.75628
22 H -1.76688 4.75520 -0.31715
23 C -4.45545 2.15414 -5.86255
24 O 0.40496 -5.73628 2.25999
25 H 0.78149 1.34288 -0.92017
26 C 2.74501 3.22969 2.19370
27 O -4.31628 3.11433 0.53532
28 H -1.43270 -1.98090 0.68739
29 C 4.28124 -3.10429 2.11759
30 O -4.82554 1.03543 -5.21445
31 H 3.82142 -1.60868 0.56277
32 C -1.67312 1.87310 -3.90128
33 H -3.62990 5.08710 0.90454
34 C 3.41862 -1.53365 3.51520
35 H -1.40756 1.05042 -3.23094
36 H -1.56167 -5.98152 -1.24324
37 O -5.21445 2.93064 -6.37005
38 C -0.63963 -1.26477 0.89841
39 O 1.50343 3.90635 1.89867
40 H 1.89030 -4.25456 -1.43206
41 H -1.79645 0.84873 -5.74222
42 C 3.30456 -2.17859 1.33507
43 O -3.16147 2.38123 -5.73692
44 H 3.06738 1.87461 0.44392
45 C 0.52765 0.31152 -0.68878
46 O 0.72892 5.08825 0.11370
47 H 3.47210 3.86500 2.69888
48 C -0.19759 -4.29999 -0.80762
49 H -1.66422 0.28496 -0.29610
50 C -0.51399 -5.79719 -1.00357
51 H -1.07078 -3.66444 -0.94498
52 H 2.76201 -4.58405 2.32825
53 C 2.40652 1.98429 3.00906
54 H 2.49184 -2.72487 0.85635
55 C 1.51878 4.35690 0.63896
56 H -3.91459 3.52086 3.11507
57 C 3.83893 -4.56256 2.15573
58 H 4.41774 -5.12305 2.88550
59 O 0.30955 -4.30677 0.54089
60 C -2.13207 3.83081 0.11580
61 H 0.32761 -1.74463 0.74817
62 H -2.36044 2.51410 -3.34952
63 O 3.19870 -0.95805 4.53854
64 H 5.26052 -3.02231 1.64429
65 H 3.28358 1.57283 3.50269
66 C 0.13422 -5.48920 1.13155
67 H 0.74774 -4.16854 -2.72734
68 C -0.70244 0.09149 0.18079
69 H 4.32184 3.15210 0.67365
70 H -3.74906 0.28967 -3.57358
71 H -1.36540 3.37266 0.74185
72 O -0.85208 0.97051 3.48893
73 O -0.79304 -0.92635 2.27899
74 H -2.43624 2.83409 2.48723
75 C -3.73756 2.36699 -0.42830
76 C -3.35816 4.04017 1.05303
77 O -0.62279 1.03472 1.25940
78 H -2.45785 4.54033 2.99096

So which one is most stable? That would be Q, about 42.4 kcal/mol below the next structure.

P.
C18H18N2 | ωB97M-V/def2-TZVPD

Output
**Charge**: -1
**<S²>**: 0.768
**E_LUMO (spin up / spin down)**: 2.8 / 2.8 eV
**Spin multiplicity**: 2
**HOMO energy (spin up / spin down)**: 0.41 / -3.43 eV

CARTESIAN COORDINATES (ANGSTROEM)
1 H 1.57257 -2.71299 4.01061
2 C -2.77220 2.08493 -0.62386
3 H 3.89551 -1.31075 -2.11427
4 H -1.07232 0.13712 -2.50011
5 N 2.52257 -0.50996 -0.62577
6 N -1.44648 0.71790 -1.79054
7 H -3.78801 0.18727 -3.32219
8 C 1.76553 -2.24126 3.05690
9 C 3.44858 -1.35930 -1.13774
10 H 2.44143 0.48939 -0.78832
11 C -5.00018 2.63027 -1.25190
12 C -1.50798 2.06334 0.01188
13 H -5.95983 3.07288 -0.98494
14 H 0.20083 0.80410 -0.38637
15 C -3.91845 2.95439 -0.46618
16 C -0.68711 1.26957 -0.77440
17 H -5.89001 1.65039 -2.89655
18 C 3.61822 -2.43244 -0.26699
19 H 4.51440 -4.30482 0.38897
20 H 0.80507 -0.44227 3.68767
21 H -1.87438 3.69922 1.41392
22 C -5.01631 1.66079 -2.25477
23 C -2.72232 1.25298 -1.79551
24 H -0.24047 3.41450 1.17826
25 C -3.86374 0.91549 -2.52126
26 C 1.14471 -0.97566 2.81187
27 C -1.18461 2.86677 1.22698
28 H 5.43759 -3.43747 -0.82450
29 C 2.73988 -2.20618 0.83857
30 C 2.15359 -0.94181 0.63613
31 C 2.51471 -2.84372 2.07615
32 H 0.91071 0.60166 1.30943
33 H 4.00116 -4.40628 -1.19645
34 C 1.27855 -0.38217 1.57023
35 H -1.18639 2.22781 2.11419
36 C 4.42852 -3.67032 -0.49825
37 H 2.82580 -3.88252 2.16110
38 H -4.08915 3.35916 0.52801

Q.
C18H18N2 | ωB97M-V/def2-TZVPD

Output
**Charge**: -1
**<S²>**: 0.774
**E_LUMO (spin up / spin down)**: 2.7 / 2.7 eV
**Spin multiplicity**: 2
**HOMO energy (spin up / spin down)**: 0.65 / -2.66 eV

CARTESIAN COORDINATES (ANGSTROEM)
1 C 2.15477 0.69111 -0.90261
2 C 4.23629 -2.24410 -0.49624
3 H -2.39931 4.69183 2.37917
4 H -2.43379 -1.18938 0.48705
5 H 0.11241 4.12655 2.52697
6 C -0.70651 3.44223 2.12794
7 C 1.12083 -1.65615 -2.25781
8 H 0.49092 1.61642 -1.63895
9 C -2.08090 3.67317 2.09705
10 C 0.41212 -0.49592 -2.16005
11 N -4.24742 2.71866 1.54186
12 H 0.63143 -2.57777 -2.69286
13 H -3.71961 -1.36760 1.69317
14 H 4.35719 -4.74164 -1.49759
15 C -2.47374 1.28295 1.30427
16 C 3.45136 -2.72629 -1.51806
17 C -4.72932 1.41730 1.11862
18 H 0.76081 1.87686 1.62946
19 C -1.16114 1.14271 1.38067
20 H -4.02281 -1.20838 -0.11447
21 C -3.44640 -0.91564 0.80280
22 N 3.79465 -0.93686 -0.01946
23 H 4.48696 -0.47017 0.48282
24 H -5.58388 1.31072 0.62748
25 C 2.80219 -0.56184 -0.92471
26 H -0.46855 -0.20985 -2.87808
27 C 2.40442 -1.74653 -1.70321
28 C -3.57435 0.52993 1.08924
29 H 2.73938 1.49626 -0.47856
30 C 3.58888 -4.14950 -1.99554
31 H -4.95958 3.44861 1.67998
32 H 3.51942 -4.45648 -2.98527
33 H -0.73041 0.14117 1.17042
34 C 0.96011 0.66906 -1.59432
35 H 2.78159 -4.72133 -1.57385
36 H 5.10064 -2.73655 -0.07641
37 C -2.90668 2.65761 1.59403
38 C -0.26198 2.17883 1.77505

So which one is most stable? That would be P, about 52.4 kcal/mol below the next structure.

P.
C5H33N2O10 | ωB97M-V/def2-TZVPD

Output
**Charge**: +1
**E_LUMO**: -2.6 eV
**Spin multiplicity**: 1
**HOMO energy**: -11.28 eV

CARTESIAN COORDINATES (ANGSTROEM)
1 O 2.48522 0.77523 2.73331
2 H -2.18537 2.88491 -2.97979
3 H 2.82225 1.04565 -0.95603
4 H -1.02855 1.52156 -0.41879
5 C -0.77448 0.15630 1.38271
6 H -2.95120 2.01905 -1.17497
7 H 2.16631 1.15362 1.85485
8 C 1.94272 0.68294 -0.66750
9 N 1.19615 2.62946 0.52807
10 H 0.31452 0.32571 -3.28334
11 H 3.67005 -2.26966 2.01501
12 O 1.90911 -2.90697 -1.46156
13 H 1.03139 -2.00451 -2.12122
14 H 2.39043 -2.33740 -0.76209
15 O -1.46959 -2.48559 -0.72172
16 H -0.20503 -3.78042 0.53916
17 O -1.48423 3.36097 2.12861
18 H -2.06343 -3.15981 -1.21128
19 H -2.54347 -0.83214 0.35908
20 O 0.59017 -3.34548 0.82942
21 H 0.48655 -1.75363 1.13014
22 H -1.79308 4.27549 2.14811
23 H 1.79702 -0.40079 -1.03796
24 C 1.00050 1.34740 0.01291
25 H -0.71755 0.90686 2.13408
26 H 1.44799 -3.56323 -0.94749
27 H -2.16041 2.85928 1.54549
28 O 0.18591 -1.53785 -2.56803
29 H -2.92696 0.33745 1.73226
30 N 0.20885 -1.00339 1.88985
31 C -0.36985 0.74181 0.04513
32 H 3.30122 1.19680 3.08529
33 H 0.30121 1.33777 -4.47320
34 O 2.99614 -1.64728 1.81694
35 H 0.37733 3.17341 0.62295
36 H 1.97856 3.19518 0.18779
37 O -0.11541 1.01711 -3.82317
38 H 3.18423 -0.89781 2.41517
39 H -0.43399 -0.13308 -0.57074
40 C -2.22286 -0.47293 1.42568
41 H -0.07482 -1.57120 2.81123
42 H -0.06525 -1.90277 -3.41060
43 H 1.00278 -3.89874 1.48857
44 H 1.14710 -0.65554 2.26587
45 H -3.82417 2.94418 -0.62498
46 H -1.02491 -1.95963 -1.42519
47 H -1.81558 1.53533 -3.55033
48 O -2.25854 1.96947 -2.76743
49 H -2.28565 -1.30501 2.17077
50 O -3.13930 2.43192 -0.34104

Q.
C5H33N2O10 | ωB97M-V/def2-TZVPD

Output
**Charge**: +1
**E_LUMO**: -2.4 eV
**Spin multiplicity**: 1
**HOMO energy**: -10.91 eV

CARTESIAN COORDINATES (ANGSTROEM)
1 O -0.77764 4.17431 -0.98690
2 O 0.38520 -0.19236 2.99794
3 H 2.32123 1.47214 0.47408
4 H -1.15952 -3.09710 3.71655
5 O -3.17586 -3.79143 1.29944
6 H -0.48416 -4.30427 -0.38539
7 H -2.46482 -3.70131 0.61615
8 H -0.42561 -1.24725 0.24407
9 C 2.34150 -0.80581 -0.38091
10 H 1.74467 1.52916 -4.06214
11 H 3.14978 -0.57186 -1.07479
12 H 0.38682 0.14031 3.90899
13 H -0.68480 -2.75118 -0.17586
14 H 2.32426 -1.08777 1.78491
15 H -0.71046 2.46315 -3.25626
16 H -0.14798 -0.99475 2.89094
17 H 1.14500 0.72063 -1.46910
18 O 2.39628 2.87442 -0.76472
19 H -0.62818 2.55797 0.12304
20 H -3.37749 0.25316 -1.37074
21 H -0.80127 1.67082 1.15931
22 O 1.29228 1.83521 -3.26057
23 H -2.35848 -0.51986 -2.50566
24 N -1.22682 0.26830 -0.96400
25 H -0.88139 1.02029 -1.54492
26 H 2.24949 -1.88858 -0.45046
27 H -2.22627 2.17432 -3.80114
28 O -0.45770 2.57882 1.06815
29 N 2.21703 0.97707 1.36306
30 H 2.74518 3.75416 -0.56515
31 H -2.12932 -3.15017 2.51148
32 O -1.29592 -2.73876 2.83576
33 H -2.69501 -1.32258 -1.07745
34 H -1.44954 4.35141 -0.32643
35 O -1.66820 2.55624 -3.12139
36 H -1.19668 3.82274 -1.79358
37 H -0.02304 -3.36144 1.87083
38 H 2.60890 1.44166 2.17290
39 H 1.44510 -3.88750 1.56222
40 O 0.82906 -3.16476 1.39820
41 C 1.06333 -0.15067 -0.82510
42 C 2.76400 -0.41277 1.05645
43 C -2.44958 -0.31765 -1.42754
44 H 1.85993 2.48001 -2.81284
45 H -3.75044 -3.01573 1.31524
46 O -1.10860 -3.57336 -0.42733
47 H 1.47256 3.11309 -0.92717
48 H 3.84616 -0.40148 1.15738
49 C -0.17538 -0.47590 -0.47102
50 H 1.22632 0.82661 1.60585

So which one is most stable? That would be Q, about 35.9 kcal/mol below the next structure.